(1)
178
Properties=species:S:1:pos:R:3 method="wB97M-V/def2-TZVPD" homo_energy_ev=-8.1902 mol_weight_g_mol=977.42 smiles=COC[C@H](C)N.COC[C@H](C)N.COCCNCCOC.COCCNCCOC.COCCNCCOC.COCCNCCOC.COCCNCCOC.COCCNCCOC e_above_lowest_kcal_mol=63.8 homo_lumo_gap_ev=8.65 charge=0
C 4.065 -4.744 2.069
O 3.440 -3.945 3.031
C 3.329 -2.557 2.749
C 2.812 -1.879 4.012
C 2.856 -0.363 3.936
N 3.628 -2.251 5.174
H 5.152 -4.609 2.013
H 3.708 -4.630 1.034
H 3.802 -5.753 2.389
H 4.242 -2.049 2.406
H 2.579 -2.563 1.943
H 1.767 -2.157 4.160
H 3.888 0.010 3.895
H 2.534 0.103 4.869
H 2.307 0.051 3.087
H 4.628 -2.178 4.989
H 3.589 -3.268 5.254
C 2.055 -0.233 -1.623
O 0.862 -0.771 -1.123
C 0.582 -0.316 0.186
C -0.556 -1.168 0.689
C -1.087 -0.628 2.014
N -0.112 -2.556 0.911
H 2.047 0.860 -1.751
H 2.307 -0.635 -2.604
H 2.883 -0.479 -0.947
H 1.399 -0.522 0.892
H 0.305 0.741 0.115
H -1.422 -1.149 0.014
H -1.448 0.390 1.835
H -0.263 -0.638 2.730
H -1.948 -1.169 2.408
H -0.989 -3.073 0.941
H 0.219 -2.926 0.016
C -0.072 6.414 4.678
O -0.041 5.017 4.745
C -0.900 4.411 3.800
C -0.947 2.937 4.139
N -1.785 2.657 5.292
C -1.750 1.260 5.684
C -2.810 0.919 6.695
O -4.060 1.366 6.149
C -5.083 1.325 7.116
H 0.038 6.759 3.639
H 0.744 6.815 5.273
H -1.023 6.845 5.020
H -0.478 4.553 2.794
H -1.903 4.853 3.762
H 0.079 2.570 4.172
H -1.448 2.383 3.326
H -2.741 2.956 5.203
H -0.743 1.089 6.080
H -1.834 0.616 4.786
H -2.612 1.464 7.624
H -2.896 -0.155 6.879
H -4.779 1.861 8.023
H -5.353 0.304 7.411
H -5.965 1.813 6.703
C -1.884 5.863 -0.288
O -2.690 5.135 0.596
C -3.105 3.884 0.108
C -4.217 3.379 1.003
N -3.686 3.086 2.336
C -4.604 2.429 3.257
C -4.926 1.058 2.720
O -6.167 1.036 2.017
C -6.437 -0.199 1.462
H -0.850 5.498 -0.322
H -1.901 6.910 0.008
H -2.274 5.816 -1.314
H -2.312 3.127 0.050
H -3.535 3.986 -0.900
H -4.650 2.480 0.562
H -5.004 4.145 1.034
H -3.457 4.018 2.672
H -5.572 2.903 3.485
H -4.070 2.356 4.199
H -4.982 0.315 3.529
H -4.210 0.678 1.978
H -6.629 -0.948 2.249
H -5.554 -0.622 0.942
H -7.235 -0.268 0.727
C 2.337 2.338 -4.585
O 3.332 3.347 -4.561
C 3.705 3.739 -5.870
C 4.961 4.602 -5.737
N 5.161 5.378 -6.962
C 6.209 6.354 -6.856
C 5.808 7.674 -6.166
O 4.521 8.018 -6.643
C 3.793 8.864 -5.806
H 1.750 2.453 -3.666
H 2.831 1.380 -4.381
H 1.668 2.310 -5.443
H 2.880 4.336 -6.282
H 3.986 2.940 -6.560
H 5.751 3.845 -5.788
H 5.038 5.164 -4.802
H 4.305 5.845 -7.235
H 6.452 6.720 -7.865
H 7.178 6.017 -6.489
H 6.480 8.492 -6.449
H 5.790 7.598 -5.071
H 3.271 8.371 -4.980
H 3.098 9.447 -6.415
H 4.418 9.652 -5.356
C 2.025 3.977 0.440
O 3.438 3.913 0.378
C 3.984 4.293 -0.875
C 5.455 3.945 -0.875
N 5.826 2.553 -1.171
C 5.412 1.675 -0.083
C 6.207 0.373 -0.045
O 5.599 -0.534 -0.949
C 6.360 -1.696 -1.160
H 1.739 4.224 1.461
H 1.621 2.984 0.206
H 1.633 4.699 -0.282
H 3.802 5.371 -1.008
H 3.487 3.843 -1.749
H 6.041 4.264 -0.012
H 5.888 4.574 -1.669
H 5.331 2.305 -2.022
H 4.354 1.393 -0.071
H 5.603 2.122 0.895
H 6.144 -0.012 0.986
H 7.272 0.524 -0.251
H 6.977 -1.979 -0.302
H 7.019 -1.585 -2.030
H 5.694 -2.529 -1.391
C -4.146 -4.615 2.929
O -3.602 -5.588 2.058
C -2.623 -5.112 1.171
C -1.531 -6.161 1.060
N -0.744 -6.077 -0.152
C 0.708 -5.954 0.044
C 1.372 -7.247 0.504
O 1.169 -8.157 -0.554
C 1.860 -9.369 -0.380
H -4.823 -3.919 2.430
H -3.309 -4.101 3.417
H -4.669 -5.163 3.711
H -2.186 -4.165 1.502
H -2.997 -4.878 0.165
H -1.871 -7.151 1.400
H -0.786 -6.103 1.874
H -0.843 -6.824 -0.828
H 0.781 -5.205 0.844
H 1.245 -5.522 -0.801
H 0.934 -7.601 1.445
H 2.433 -7.003 0.651
H 1.866 -9.929 -1.313
H 1.322 -10.011 0.333
H 2.874 -9.210 -0.006
C -2.493 -1.336 -2.888
O -2.620 -2.698 -3.137
C -3.832 -3.240 -2.662
C -4.137 -4.528 -3.393
N -4.709 -4.234 -4.707
C -4.958 -5.392 -5.554
C -6.240 -6.138 -5.289
O -6.352 -6.575 -3.956
C -7.628 -7.024 -3.622
H -3.051 -0.667 -3.555
H -1.463 -0.977 -2.847
H -2.841 -1.116 -1.863
H -4.683 -2.555 -2.808
H -3.750 -3.370 -1.573
H -4.802 -5.141 -2.769
H -3.228 -5.131 -3.460
H -5.515 -3.644 -4.543
H -4.051 -5.991 -5.617
H -5.041 -4.958 -6.559
H -6.396 -7.002 -5.960
H -7.095 -5.513 -5.606
H -8.387 -6.238 -3.767
H -7.656 -7.156 -2.537
H -7.987 -7.939 -4.103

=====

(2)
111
Properties=species:S:1:pos:R:3 method="wB97M-V/def2-TZVPD" homo_energy_ev=-9.5271 mol_weight_g_mol=750.76 e_above_lowest_kcal_mol=0.0 homo_lumo_gap_ev=9.95 charge=0
C -0.347 -0.820 4.938
C -0.267 0.707 5.066
O -0.983 1.345 3.977
O 0.257 -1.259 3.757
H -1.419 -1.076 4.915
H 0.082 -1.365 5.789
H 0.808 0.902 4.906
H -0.692 1.122 5.972
H -1.941 1.304 3.923
H -0.241 -0.891 3.038
C -1.087 -2.668 -3.606
C -0.119 -2.994 -2.514
O 0.984 -2.123 -2.323
O -1.782 -1.449 -3.315
H -1.930 -3.380 -3.617
H -0.654 -2.594 -4.574
H 0.351 -3.997 -2.750
H -0.651 -2.998 -1.589
H 0.996 -1.831 -1.352
H -2.751 -1.631 -3.302
C -0.199 1.496 -3.579
C 1.036 2.433 -3.591
O 2.204 1.959 -2.901
O -0.108 0.366 -4.359
H -0.987 2.170 -3.874
H -0.500 1.274 -2.537
H 0.613 3.244 -3.084
H 1.114 2.686 -4.714
H 2.218 1.000 -2.968
H -0.767 -0.263 -4.025
C -1.218 -0.441 0.337
C 0.232 -0.030 0.177
O 1.075 -1.220 0.290
O -1.518 -0.499 1.716
H -1.375 -1.436 -0.035
H -1.925 0.258 -0.142
H 0.442 0.571 1.010
H 0.493 0.530 -0.746
H 1.805 -1.019 0.943
H -2.341 -0.978 1.982
C 4.097 0.526 -5.046
C 4.360 -0.635 -4.143
O 3.545 -0.467 -3.105
O 4.582 1.730 -4.530
H 3.010 0.586 -5.165
H 4.532 0.409 -6.068
H 5.421 -0.795 -3.753
H 4.084 -1.509 -4.737
H 3.101 -1.251 -2.807
H 3.863 2.204 -4.121
C -4.590 -0.199 3.140
C -4.484 -1.636 3.661
O -3.102 -1.904 3.688
O -3.831 0.783 3.698
H -5.700 0.009 3.183
H -4.190 -0.193 2.074
H -4.971 -2.321 2.956
H -4.947 -1.765 4.611
H -2.973 -2.743 3.166
H -4.108 1.093 4.523
O -4.037 -2.539 -2.447
H -4.071 -2.236 -1.519
H -3.369 -3.267 -2.382
C -2.880 3.103 0.104
O -3.950 3.260 -0.447
N -2.723 2.809 1.443
N -1.689 3.413 -0.557
H -1.901 3.122 1.984
H -3.552 2.607 2.005
H -0.841 3.519 -0.089
H -1.854 3.880 -1.430
C 5.926 0.873 -0.900
O 6.602 0.230 -0.060
N 6.332 1.147 -2.149
N 4.771 1.465 -0.485
H 5.720 1.515 -2.807
H 7.307 1.197 -2.367
H 4.163 1.862 -1.264
H 4.227 0.891 0.189
C 1.541 3.326 1.360
O 0.414 3.694 0.983
N 1.711 2.238 2.242
N 2.689 3.995 1.066
H 2.460 1.576 2.144
H 0.790 1.951 2.602
H 2.659 4.927 0.759
H 3.417 3.739 1.643
C -2.049 -3.944 1.027
O -2.966 -3.694 1.797
N -0.777 -3.540 1.198
N -2.211 -4.608 -0.147
H -0.241 -3.610 0.333
H -0.568 -2.918 1.932
H -1.499 -5.124 -0.568
H -3.098 -5.035 -0.221
C 3.903 -0.223 2.580
O 3.175 -0.140 1.585
N 5.219 0.095 2.516
N 3.412 -0.562 3.802
H 5.792 0.227 1.642
H 5.797 -0.137 3.363
H 2.438 -0.828 3.916
H 4.001 -0.351 4.601
C -4.626 -0.040 -0.854
O -4.434 -1.114 -0.277
N -3.752 0.507 -1.710
N -5.691 0.754 -0.553
H -2.923 -0.078 -1.926
H -3.653 1.487 -1.783
H -5.521 1.736 -0.613
H -6.199 0.514 0.276

=====

E_tot
In order: -3234.637313; -2809.854970
Unit: Eh
Max |F|
In order: 2.24; 4.14
Unit: eV/Å